P | 14
Properties=species:S:1:pos:R:3 method="wB97M-V/def2-TZVPD" smiles="NC(=O)O[C@@]1(O)CC1=O" molar_mass_g_mol=131.1 lumo_energy_ha=0.01367
N -1.54734 -1.50912 1.00842
C -0.84677 -0.33358 0.96709
O -0.46302 0.30446 1.91054
O -1.12201 0.31054 -0.36185
C 0.10175 0.47717 -0.89687
O 0.21237 0.26985 -2.21169
C 1.15973 1.34496 -0.22433
C 1.32711 -0.05951 0.24986
O 2.21410 -0.76863 0.62379
H -1.68363 -1.99472 0.13649
H -1.36146 -2.06321 1.83093
H -0.66534 0.19683 -2.61809
H 1.92525 1.75039 -0.88131
H 0.74925 2.07456 0.46703



Q | 14
Properties=species:S:1:pos:R:3 method="wB97M-V/def2-TZVPD" molar_mass_g_mol=131.1 lumo_energy_ha="-0.12043 / -0.11284"
C -4.56528 -0.54867 0.00000
C -3.21833 0.16287 0.00000
C -2.09004 -0.53991 0.00000
C -0.58371 -0.11247 0.00000
O -0.32045 1.08704 0.00000
O -0.08527 -1.24934 0.00000
O 4.01565 1.52370 0.00000
N 3.56752 0.34008 0.00000
O 4.37406 -0.68218 0.00000
H -5.41480 0.18672 0.00000
H -4.64831 -1.19747 -0.91525
H -4.64831 -1.19747 0.91525
H -3.25975 1.26229 0.00000
H -2.24448 -1.65660 0.00000



Most stable: P. Least stable: Q.



P | 23
Properties=species:S:1:pos:R:3 method="wB97M-V/def2-TZVPD" charge=+1 molar_mass_g_mol=158.2 lumo_energy_ha=-0.11851
C -1.38198 0.27894 0.68998
C -1.17583 0.89407 -0.55252
C -0.94152 -0.62155 1.53734
C -0.24792 0.33815 -1.43147
C 1.62272 -0.59880 1.70194
C -1.26225 1.23184 -3.45167
N -1.10467 -1.70097 2.15726
N 2.44397 0.41545 1.68687
N 0.74467 -0.47029 -1.12050
O 1.73796 -1.42903 2.67943
O -0.22347 0.63958 -2.76812
H -2.23838 0.56092 1.33254
H -1.92028 1.56751 -0.88036
H -1.27782 2.12552 -2.91565
H -2.17936 0.57776 -3.42592
H -0.89167 1.33155 -4.43180
H -1.84606 -2.27643 1.76899
H -0.41145 -2.03447 2.82480
H 3.18922 0.42066 2.42864
H 2.49886 1.10939 1.03620
H 1.19502 -0.53214 -0.19784
H 1.23776 -0.68430 -1.92833
H 2.43247 -1.14334 3.26021



Q | 23
Properties=species:S:1:pos:R:3 method="wB97M-V/def2-TZVPD" charge=+1 molar_mass_g_mol=158.2 lumo_energy_ha=-0.12412
C -1.08516 1.58297 -0.51381
C 1.24700 0.60022 -0.01338
C -0.63849 -0.90480 -0.38298
C -0.10283 1.25082 0.56650
C 1.36040 -1.75674 -1.14656
C -2.49330 -0.11342 1.05534
N 0.65483 -0.65950 -0.53593
N -1.19141 0.33761 0.33009
N 2.33186 0.25572 0.95675
O -1.47543 -1.71017 -0.58397
O -0.75263 1.59608 -1.82094
H -1.88627 2.35730 -0.14092
H -0.19303 1.93533 1.32243
H 1.92547 -1.40572 -2.03829
H 2.18474 -2.16125 -0.40920
H 0.55300 -2.45877 -1.47937
H -3.13076 -0.24926 0.19467
H -2.25924 -1.08200 1.44717
H -2.79659 0.60476 1.76250
H 3.14377 0.29052 0.32151
H 2.16157 -0.71321 1.25633
H 2.25527 1.04266 1.65378
H 0.18723 1.36084 -1.80173



Most stable: P. Least stable: Q.



P | 16
Properties=species:S:1:pos:R:3 method="wB97M-V/def2-TZVPD" smiles="O=C=C[SiH3].C=N[SiH3]" molar_mass_g_mol=131.3 lumo_energy_ha=0.01767
O 1.02046 -2.20117 0.67337
C 1.31877 -1.08753 0.77379
C 1.94115 0.03549 0.82000
Si 3.02962 0.65761 -0.58093
H 1.54833 0.68380 1.53087
H 2.60726 0.03205 -1.90277
H 4.66401 0.39110 -0.63870
H 2.99376 2.21844 -0.45154
C -1.45365 -2.21713 -0.76360
N -1.89544 -1.32040 -0.07423
Si -1.98400 0.28363 0.39252
H -0.53756 -2.14506 -1.38440
H -1.88685 -3.14834 -0.60089
H -1.92764 0.02546 1.88791
H -3.41205 0.57316 -0.26136
H -0.84652 1.15121 0.07641



Q | 16
Properties=species:S:1:pos:R:3 method="wB97M-V/def2-TZVPD" molar_mass_g_mol=131.3 lumo_energy_ha=-0.00623
C 0.65711 -1.76555 0.20502
N -0.20908 -0.89217 -0.05923
C -0.25711 0.44656 0.23329
C 0.86382 1.20122 0.31978
Si 2.50359 0.51436 -0.28480
O -1.51638 0.92590 0.36877
Si -2.91582 0.40044 -0.21280
H 0.54360 -2.82020 -0.03981
H 1.28015 -1.71808 1.07435
H 0.87625 2.08577 0.85169
H 3.16858 1.83723 -0.46436
H 2.47956 -0.48958 -1.40600
H 3.00153 -0.27066 0.84456
H -3.09230 -0.86048 -0.94996
H -3.50908 1.29914 -1.25021
H -3.87442 0.10611 0.76972



Most stable: Q. Least stable: P.



P | 71
Properties=species:S:1:pos:R:3 method="wB97M-V/def2-TZVPD" molar_mass_g_mol=528.6 lumo_energy_ha=-0.10575
C -4.17683 0.17662 3.64657
C -2.71042 -0.11130 3.54186
C -1.79636 0.93127 3.33662
C -0.43151 0.69200 3.24833
C 0.07951 -0.63140 3.33328
C 1.46230 -0.96296 3.22099
N 2.44406 -0.06274 2.94234
O 3.66800 -0.40095 3.05240
O 2.14207 1.09627 2.52508
C -0.86324 -1.68067 3.56216
C -2.22135 -1.42466 3.64347
H -4.72186 -0.71313 3.97266
H -4.36789 0.98205 4.36468
H -4.59468 0.49626 2.68358
H -2.16334 1.95551 3.24682
H 0.26246 1.51073 3.09744
H 1.79620 -1.95926 3.50614
H -0.47137 -2.69560 3.65665
H -2.92936 -2.24456 3.78697
C -1.06619 -1.04319 -6.57341
N -0.99079 -0.48782 -5.24172
C -2.06891 0.12823 -4.67612
O -3.15874 0.29557 -5.21889
C -1.65450 0.57494 -3.27288
C -2.50999 -0.05273 -2.17003
C -3.97578 0.28960 -2.31295
C -4.90423 -0.71516 -2.59888
C -6.24433 -0.38765 -2.81051
C -6.66181 0.94525 -2.70559
C -5.73574 1.94748 -2.39776
C -4.39170 1.61924 -2.19295
N -0.24698 0.17450 -3.21026
C 0.49448 0.43014 -2.11188
C 1.82083 0.04548 -1.95221
C 2.59776 0.30848 -0.82662
C 3.99447 -0.00380 -0.75924
C 4.77132 0.35284 0.39011
C 6.09239 -0.01218 0.52218
C 6.74271 -0.69241 -0.53159
N 8.11803 -1.04428 -0.43782
O 8.63567 -1.66511 -1.39656
O 8.76259 -0.72476 0.58585
C 6.03179 -1.01708 -1.70490
C 4.69489 -0.67590 -1.81540
C 0.22154 -0.52071 -4.42516
C 0.61791 -1.98069 -4.15606
C 1.34913 0.23022 -5.14783
H -2.08455 -0.92563 -6.95295
H -0.37263 -0.52892 -7.25002
H -0.80917 -2.10902 -6.56124
H -1.73986 1.67766 -3.22986
H -2.37156 -1.14688 -2.19847
H -2.12709 0.31456 -1.20539
H -4.55398 -1.74705 -2.68927
H -6.95595 -1.17394 -3.06658
H -7.70972 1.20096 -2.87050
H -6.05142 2.99036 -2.32489
H -3.65335 2.39241 -1.96328
H -0.00295 0.98658 -1.30845
H 2.28087 -0.48879 -2.78071
H 2.14607 0.84216 0.00939
H 4.28632 0.91231 1.18304
H 6.65444 0.20559 1.42464
H 6.55791 -1.53562 -2.50237
H 4.17750 -0.93393 -2.73992
H -0.23266 -2.52299 -3.71957
H 0.90317 -2.45865 -5.10240
H 1.46251 -2.04977 -3.46676
H 1.00752 1.24136 -5.40748
H 2.24261 0.31346 -4.52495
H 1.61446 -0.30833 -6.06693



Q | 71
Properties=species:S:1:pos:R:3 method="wB97M-V/def2-TZVPD" smiles="COc1cccc(N2CCN(C(=O)c3cccc(N4C(=O)N[C@@H]5C[C@@]4(C)Oc4c(OC)cccc45)c3)CC2)c1" molar_mass_g_mol=528.6 lumo_energy_ha=0.01681
C 4.10314 4.32261 0.17437
O 5.45549 3.97033 0.03036
C 5.77784 2.65121 -0.12459
C 7.13680 2.37341 -0.25849
C 7.54762 1.06472 -0.41134
C 6.63241 0.03062 -0.43965
C 5.26775 0.29231 -0.30273
N 4.35408 -0.75459 -0.39000
C 2.94828 -0.47080 -0.57553
C 2.27051 -1.68418 -1.22098
N 2.49018 -2.86576 -0.42337
C 1.55345 -3.62241 0.18906
O 1.83404 -4.61977 0.83161
C 0.13718 -3.16462 0.01937
C -0.77597 -3.95774 -0.66177
C -2.08337 -3.52820 -0.81001
C -2.48647 -2.30740 -0.29815
C -1.58047 -1.52796 0.41247
N -1.94766 -0.25300 0.92753
C -1.20805 0.82139 0.47970
O -0.20622 0.69390 -0.19859
N -1.62394 2.05801 0.88569
C -2.94811 2.28128 1.43251
C -3.16747 1.18602 2.46498
C -3.17938 -0.13560 1.69512
C -3.32070 -1.31914 2.65162
O -4.31003 -0.18035 0.83413
C -4.58680 0.94254 0.10938
C -5.53495 0.79906 -0.92344
O -6.03365 -0.45610 -1.08694
C -6.98337 -0.67004 -2.10183
C -5.87443 1.90690 -1.68266
C -5.28602 3.13872 -1.43064
C -4.35651 3.27482 -0.42315
C -4.00388 2.17704 0.35497
C -0.27755 -1.96841 0.58880
C 3.89612 -3.14261 -0.22852
C 4.55479 -1.93128 0.43230
C 4.85310 1.61707 -0.14082
H 4.09037 5.40773 0.26911
H 3.66288 3.87728 1.07314
H 3.51278 4.02952 -0.70033
H 7.83976 3.18988 -0.24027
H 8.59960 0.84661 -0.52206
H 6.97666 -0.98046 -0.59123
H 2.82953 0.37706 -1.24927
H 2.43944 -0.23795 0.37222
H 1.20757 -1.48028 -1.33610
H 2.71553 -1.85109 -2.20982
H -0.45465 -4.90061 -1.07730
H -2.79318 -4.14007 -1.34669
H -3.49882 -1.96237 -0.44266
H -1.17867 2.81618 0.39180
H -2.96470 3.27665 1.88807
H -2.36173 1.18465 3.19838
H -4.12373 1.31459 2.97159
H -4.17633 -1.15355 3.30002
H -3.47918 -2.23686 2.09461
H -2.42161 -1.41650 3.25325
H -7.24021 -1.72653 -2.04426
H -7.88510 -0.06980 -1.94311
H -6.57038 -0.45162 -3.09219
H -6.59382 1.82245 -2.48095
H -5.56114 3.98993 -2.03374
H -3.89693 4.23148 -0.22488
H 0.41636 -1.36516 1.15205
H 3.98229 -4.02746 0.40425
H 4.36519 -3.33569 -1.19955
H 5.61900 -2.11499 0.56860
H 4.09978 -1.78518 1.42707
H 3.80567 1.83016 -0.01053



Most stable: Q. Least stable: P.



P | 24
Properties=species:S:1:pos:R:3 method="wB97M-V/def2-TZVPD" charge=+1 molar_mass_g_mol=122.2 lumo_energy_ha=-0.11006
C 1.81110 -1.13960 -0.33806
C 0.53178 -1.69755 -0.89841
C -0.45376 -2.06213 0.19152
C -1.62538 -1.41402 0.25810
C -2.80331 -1.59626 1.14466
N 1.63392 0.25579 0.25700
H 2.52930 -0.97620 -1.13529
H 2.31871 -1.88099 0.32562
H 0.76850 -2.62873 -1.43499
H 0.05077 -1.03959 -1.62043
H -0.10467 -2.84311 0.88352
H -1.83537 -0.72260 -0.54035
H -2.84841 -2.40852 1.88033
H -3.64492 -1.98447 0.47835
H -3.09949 -0.62620 1.56644
H 1.54936 0.28273 1.28525
H 0.86731 0.79115 -0.13944
H 2.56483 0.67917 0.15640
H -1.19925 2.92799 -1.26443
H -0.15395 3.76012 -1.97022
O -0.26895 2.90874 -1.51307
H 0.43644 3.28135 0.29644
H 0.99070 3.35127 1.73003
O 0.83854 2.74712 0.99631



Q | 24
Properties=species:S:1:pos:R:3 method="wB97M-V/def2-TZVPD" charge=+1 molar_mass_g_mol=122.2 lumo_energy_ha=-0.13173
C 0.04318 2.00004 -1.63220
C 0.04345 1.16486 -0.35631
C -1.03927 0.08853 -0.43966
C -1.22644 -0.64632 0.89445
C -1.00716 0.05521 2.23065
O 0.25326 0.68401 2.49682
N 1.47433 0.60746 0.08257
H -0.34668 1.32775 -2.51345
H 1.08549 2.37615 -1.84854
H -0.37223 2.93763 -1.44702
H -0.33160 1.72617 0.52215
H -0.67331 -0.60863 -1.24542
H -1.95445 0.62475 -0.75859
H -0.40298 -1.49202 0.85437
H -1.96106 -1.54099 1.03150
H -1.55202 1.02073 2.38860
H -1.50397 -0.71957 3.07962
H 0.72417 0.26275 3.36087
H 1.35166 0.03063 0.93794
H 2.04278 1.56091 0.47722
H 1.99865 0.21772 -0.72610
H 0.31369 -4.18600 -2.40826
H 1.72922 -3.29388 -2.47995
O 1.31130 -4.19790 -2.50124



Most stable: P. Least stable: Q.



P | 23
Properties=species:S:1:pos:R:3 method="wB97M-V/def2-TZVPD" charge=-1 molar_mass_g_mol=143.1 lumo_energy_ha=0.12422
O 0.03013 0.04961 -0.22100
H 0.97213 0.23261 -0.43100
O -2.37387 -0.27039 0.92000
H -1.49787 -0.20139 0.51000
H -2.39487 0.37961 1.60500
O 0.42713 1.64661 1.76000
H 0.06413 1.07461 1.10700
H -0.36787 1.80761 2.29700
O -1.14687 -2.61639 -0.78600
H -0.85087 -1.73039 -0.64000
H -0.39187 -3.18339 -0.70300
O 0.94913 2.35561 -1.58400
H 0.52813 2.84461 -2.27200
H 0.40513 1.71261 -1.16400
O 2.96213 0.94861 0.07400
H 3.03913 0.00061 0.01400
H 2.63713 1.15161 0.97100
O 0.15313 -1.74339 1.88400
H 0.30813 -0.98439 1.31100
H 0.91313 -2.30639 1.93100
O -1.42587 -0.16139 -2.48300
H -0.79887 -0.14539 -1.73100
H -2.13987 -0.86139 -2.36900



Q | 23
Properties=species:S:1:pos:R:3 method="wB97M-V/def2-TZVPD" charge=-1 molar_mass_g_mol=143.1 lumo_energy_ha=0.12123
O -3.17318 2.87619 0.56736
H -3.21788 2.88491 1.45809
O -0.00367 -1.50110 -2.61259
H 0.27313 -0.57625 -2.02854
H 0.72460 -2.12234 -2.51307
O 1.14440 -2.26677 2.76449
H 2.01684 -2.15275 3.14999
H 1.06683 -1.69295 1.97072
O -0.76243 1.98610 0.39562
H -2.26217 2.77093 0.17540
H -0.12448 1.98569 1.11147
O 0.66553 0.79411 2.88160
H 1.47096 0.63811 2.36338
H 0.39047 -0.17719 3.01796
O 0.51473 0.19119 -0.82315
H 1.15621 0.84515 -0.92984
H -0.50285 1.29773 -0.39874
O 2.16378 -0.70282 0.84752
H 2.48273 -1.47094 0.53000
H 1.16151 -0.34583 0.29216
O -2.08972 -0.99437 -4.16450
H -1.35930 -0.89125 -4.70767
H -1.73602 -1.37558 -3.34766



Most stable: P. Least stable: Q.



P | 8
Properties=species:S:1:pos:R:3 method="wB97M-V/def2-TZVPD" molar_mass_g_mol=74.1 lumo_energy_ha="-0.05406 / -0.05929"
C -2.18433 -0.59856 -0.13330
C -2.17167 0.73828 -0.41037
C -0.86330 -0.97109 -0.30257
C -0.83085 0.69557 0.50480
C 0.24303 -0.16217 0.07614
C 1.57536 -0.02522 0.07947
H 1.91681 0.72752 0.77401
H 2.31495 -0.40433 -0.58818



Q | 8
Properties=species:S:1:pos:R:3 method="wB97M-V/def2-TZVPD" molar_mass_g_mol=74.1 lumo_energy_ha="-0.09059 / -0.09057"
C 2.17664 -1.06182 -0.23809
C 2.16105 0.17553 0.56055
C 0.96561 -0.48569 -0.20886
C 0.80800 1.23224 -0.08244
C -0.25829 0.26340 0.00188
C -1.57443 0.02786 -0.03637
H -2.20296 0.85237 0.00562
H -2.07562 -1.00390 -0.00229



Most stable: Q. Least stable: P.



P | 8
Properties=species:S:1:pos:R:3 method="wB97M-V/def2-TZVPD" molar_mass_g_mol=128.2 lumo_energy_ha=-0.03058
C 1.00003 -0.30787 0.18409
C -0.21640 -0.75531 0.05032
F 2.08359 -1.11929 0.11697
F -3.01383 0.77479 0.09235
S 1.36096 1.41518 0.53155
S -1.85572 -0.69512 0.10235
H 2.76264 1.68064 0.24235
H -2.12127 -0.99301 -1.31998



Q | 8
Properties=species:S:1:pos:R:3 method="wB97M-V/def2-TZVPD" molar_mass_g_mol=128.2 lumo_energy_ha=-0.05095
C 0.47229 -0.26221 -0.28170
C -0.63754 0.29348 0.08773
F 0.65983 -1.39991 -0.97377
F -0.79199 1.47117 0.55290
S 2.68922 0.75381 0.01440
S -2.14458 -0.74304 0.12453
H 2.74119 -0.02609 1.13413
H -2.98841 -0.08719 -0.65823



Most stable: Q. Least stable: P.